# 1
{"formula": "C5H7NO3S", "method": "ωB97M-V/def2-TZVPD", "homo_energy_ev": -9.1005, "homo_lumo_gap_ev": 9.1, "max_force_ev_per_a": 5.4, "de_lowest_kj_mol": 549.9, "symbols": ["C", "C", "C", "C", "C", "N", "O", "O", "O", "S", "H", "H", "H", "H", "H", "H", "H"], "positions_angstrom": [[-0.609126, 0.551283, 0.947969], [1.202215, -1.588676, -0.272489], [1.816366, 0.243975, 0.877513], [-1.561043, 1.408387, 0.209062], [0.094117, -2.207457, -0.264582], [0.697915, 0.681609, 0.448065], [2.840850, 0.132420, 1.411216], [2.501099, 0.359597, -1.737782], [0.062176, 0.293871, -2.224967], [1.171574, -0.134381, -1.433196], [-0.516301, 0.944797, 1.963468], [-2.529470, 1.470387, 0.808610], [-1.340709, 2.484107, 0.109401], [-2.066423, 1.085027, -0.768507], [-0.498959, -1.996992, -1.156800], [-1.171111, -0.476133, 1.074320], [-0.093170, -3.251820, 0.008699]], "forces_ev_per_a": [[-2.1, -0.8, 1.6], [4.2, 2.0, -0.1], [-0.5, -0.4, 1.8], [-4.3, 1.5, -1.0], [-3.4, -3.1, -2.8], [3.4, 0.0, -1.3], [-0.9, 0.5, -0.6], [-1.6, -0.5, 0.5], [0.0, -0.2, -0.2], [0.6, 0.1, 0.0], [-0.3, -0.1, 0.1], [1.2, -0.3, -0.2], [0.6, -0.5, -0.1], [1.7, 0.0, 1.1], [-0.9, 0.0, 0.3], [2.0, 1.2, -0.6], [0.2, 0.7, 1.2]], "lowdin_charge": [-0.294, -0.225, -0.349, -0.127, -0.138, -0.044, 0.237, -0.282, -0.288, 0.817, 0.131, 0.094, 0.083, 0.098, 0.056, 0.155, 0.075]}

***

# 2
{"formula": "C50H56Cl4F6N8NiO4", "method": "ωB97M-V/def2-TZVPD", "homo_energy_ev": [-9.0661, -9.0661], "spin_multiplicity": 3, "homo_lumo_gap_ev": [8.6, 8.1], "max_force_ev_per_a": 4.5, "de_lowest_kj_mol": 448.0, "symbols": ["Ni", "C", "O", "O", "C", "F", "F", "F", "C", "C", "H", "H", "H", "H", "H", "H", "C", "O", "O", "C", "F", "F", "F", "C", "C", "H", "H", "H", "H", "H", "H", "N", "C", "C", "C", "C", "C", "H", "H", "H", "H", "H", "N", "C", "C", "C", "C", "C", "H", "H", "H", "H", "H", "N", "C", "C", "C", "C", "C", "H", "H", "H", "H", "H", "N", "C", "C", "C", "C", "C", "H", "H", "H", "H", "H", "N", "C", "C", "C", "C", "C", "H", "H", "H", "H", "H", "N", "C", "C", "C", "C", "C", "H", "H", "H", "H", "H", "N", "C", "C", "C", "C", "C", "H", "H", "H", "H", "H", "N", "C", "C", "C", "C", "C", "H", "H", "H", "H", "H", "C", "Cl", "Cl", "H", "H", "C", "Cl", "Cl", "H", "H"], "positions_angstrom": [[13.343600, -20.522630, 2.989870], [15.775520, -19.677740, 3.925700], [15.297440, -21.082900, 3.855220], [14.828320, -18.975680, 3.179860], [16.250680, -19.194770, 5.373520], [16.839400, -18.009480, 5.413230], [15.172400, -19.059150, 6.182610], [17.018510, -20.016160, 6.017660], [16.299370, -22.064060, 4.153050], [15.661740, -23.416390, 3.745690], [15.189500, -23.299140, 2.770320], [16.276960, -24.316020, 3.729180], [14.809850, -23.654810, 4.382500], [16.463920, -22.243240, 5.215550], [17.253540, -21.874280, 3.661470], [16.706360, -19.645930, 3.359470], [12.052160, -21.797320, 5.099690], [12.313300, -20.369280, 4.931390], [12.484290, -22.252320, 3.826860], [12.795260, -22.438790, 6.325670], [14.127610, -22.246500, 6.357290], [12.270930, -21.934590, 7.374690], [12.646970, -23.779660, 6.377120], [11.654930, -19.461900, 5.782090], [11.957350, -17.971850, 5.463570], [13.003710, -17.704670, 5.315810], [11.552740, -17.704220, 4.487470], [11.507210, -17.273670, 6.169290], [11.981180, -19.465560, 6.822120], [10.568250, -19.537720, 5.820530], [10.974200, -21.957980, 5.117040], [7.632520, -21.979400, 5.441140], [7.828100, -22.468170, 4.163240], [6.763720, -22.925140, 3.348520], [5.447580, -22.916930, 3.849980], [5.241380, -22.408850, 5.115360], [6.358020, -22.007120, 5.931860], [8.840230, -22.462640, 3.786450], [6.857050, -23.244630, 2.321090], [4.688080, -23.203050, 3.137460], [4.244410, -22.341600, 5.525130], [6.131290, -21.621000, 6.914660], [16.529170, -20.638090, 12.125850], [16.504250, -21.924990, 11.866730], [16.083950, -22.516680, 10.678520], [15.759250, -21.658270, 9.648370], [15.762570, -20.238880, 9.841670], [16.138550, -19.810190, 11.158170], [16.652600, -22.573110, 12.717810], [15.975390, -23.576510, 10.501390], [15.382860, -22.035890, 8.709150], [15.447030, -19.595990, 9.033250], [16.179400, -18.757750, 11.397130], [14.077330, -21.406890, 1.204960], [15.239830, -21.063800, 0.518650], [15.902470, -21.865660, -0.406190], [15.299250, -23.071320, -0.712370], [14.057110, -23.378320, -0.185620], [13.484520, -22.562230, 0.779340], [15.671530, -20.096330, 0.728490], [16.861650, -21.594550, -0.821970], [15.735740, -23.803000, -1.376090], [13.674940, -24.368990, -0.382900], [12.547820, -22.811790, 1.255480], [17.410910, -24.965150, 8.250800], [17.523350, -25.779020, 9.308250], [16.405970, -26.302330, 9.938840], [15.144730, -26.215160, 9.319440], [15.035960, -25.365210, 8.238640], [16.171000, -24.754320, 7.667920], [18.510210, -25.815980, 9.745430], [16.552030, -26.800210, 10.886040], [14.424500, -26.837390, 9.829840], [14.062250, -25.277620, 7.779710], [15.989840, -24.114640, 6.816810], [13.649140, -15.591080, 11.434790], [12.495510, -16.089870, 11.819150], [11.970190, -17.202650, 11.156820], [12.569000, -17.690010, 10.002560], [13.812670, -17.196690, 9.658770], [14.361680, -16.125350, 10.384240], [11.883380, -15.582110, 12.549810], [11.077010, -17.650750, 11.566490], [12.071850, -18.501730, 9.492320], [14.440790, -17.529850, 8.845830], [15.328120, -15.714180, 10.132560], [10.498430, -23.252810, 10.174230], [11.860660, -23.043980, 10.272500], [12.350310, -22.109360, 11.208200], [11.409300, -21.337980, 11.953810], [10.024400, -21.527840, 11.830160], [9.636500, -22.539590, 10.986030], [12.515650, -23.599200, 9.617430], [13.388680, -21.926250, 11.441980], [11.717490, -20.574810, 12.653090], [9.300570, -20.959340, 12.395200], [8.620400, -22.884890, 10.864710], [14.260740, -13.434540, 7.823910], [15.434070, -12.854630, 7.645950], [16.437190, -13.449420, 6.906380], [16.189420, -14.676990, 6.302250], [14.950300, -15.340090, 6.590820], [13.999000, -14.640810, 7.303470], [15.583250, -11.851220, 8.016510], [17.453710, -13.104170, 6.788500], [16.985520, -15.048310, 5.673960], [14.684620, -16.303350, 6.180990], [13.030410, -15.056360, 7.539180], [8.203010, -18.557950, 10.701180], [7.666140, -19.717620, 10.261290], [7.644420, -20.129080, 8.948460], [8.239470, -19.276430, 8.001740], [8.765010, -18.071440, 8.434730], [8.690880, -17.705130, 9.761030], [7.226330, -20.297550, 11.059180], [7.252730, -21.097370, 8.673910], [8.242520, -19.528280, 6.951520], [9.041500, -17.356640, 7.673810], [9.173950, -16.791720, 10.075240], [13.158580, -26.780660, 5.094440], [12.686410, -28.184440, 4.132460], [14.914200, -26.746960, 5.205900], [12.898390, -25.846330, 4.597010], [12.606840, -26.864340, 6.030760], [9.421800, -15.621810, 2.597720], [7.710920, -15.134770, 2.801390], [10.388590, -14.943410, 3.981420], [9.547730, -16.700430, 2.503900], [9.789770, -15.238950, 1.645820]], "forces_ev_per_a": [[1.6, -1.1, 1.4], [-0.5, 0.2, -2.4], [1.5, 1.5, 1.4], [0.0, -1.1, 1.9], [-3.2, 0.4, -0.1], [0.5, 0.7, -1.0], [-0.9, 0.1, 0.1], [1.6, -1.6, 0.1], [-1.1, -2.5, 0.2], [-0.6, 0.3, -0.7], [0.2, -0.1, -0.3], [0.5, 0.4, 0.1], [0.1, 0.2, 0.3], [0.2, 1.0, 0.2], [-0.1, 0.3, -0.2], [0.6, -0.2, -0.1], [1.3, -0.3, -4.3], [-0.1, 0.0, 1.0], [0.0, 0.6, 1.2], [0.5, -0.3, -2.7], [-0.1, 0.4, -0.2], [-0.9, 1.0, 2.8], [-0.4, -0.1, -0.3], [0.2, 2.8, 1.4], [0.0, -0.3, -1.7], [0.2, -0.5, 0.5], [-0.4, 0.0, -0.1], [0.0, -0.3, 0.2], [0.3, -1.1, 0.1], [-0.1, -0.7, -0.4], [-0.2, 0.0, 1.1], [-1.2, -0.9, -0.7], [-1.9, 0.3, 0.8], [0.0, 0.4, 1.2], [1.5, 0.7, -0.4], [0.9, 0.0, 1.2], [0.0, -0.3, -2.9], [0.1, 0.1, 0.1], [0.6, -0.1, 0.0], [-0.4, -0.1, 0.4], [-0.1, 0.0, 0.1], [0.4, 0.0, 0.1], [-0.2, 0.7, -0.3], [-0.8, -1.5, 0.4], [0.1, 0.9, -0.5], [-0.6, 1.9, -0.2], [0.6, -1.9, 1.9], [0.0, -0.1, -2.1], [0.5, -0.1, 0.2], [0.2, -0.1, 0.4], [0.1, -0.1, -0.2], [0.1, 0.2, 0.2], [-0.1, 0.2, 0.0], [0.8, -0.5, -2.2], [-0.8, 0.0, 0.9], [-0.9, -0.2, 0.6], [-0.3, -0.2, -0.3], [0.4, -0.3, 0.6], [0.6, 1.0, 0.3], [-0.2, 0.1, 0.5], [-0.1, 0.2, 0.0], [0.3, 0.1, -0.1], [-0.5, 0.2, -0.1], [0.0, -0.1, 0.2], [-1.4, 0.4, -2.0], [-1.1, 1.7, -0.2], [0.1, -0.5, -0.5], [2.1, 0.1, 1.5], [-0.2, -0.4, -0.8], [0.7, -1.5, 3.0], [0.1, -0.3, 0.0], [-0.2, -0.4, 0.0], [-0.9, 0.5, -0.5], [0.0, 0.3, -0.2], [0.7, 0.2, -0.1], [2.0, 0.9, -0.9], [0.2, -1.0, -1.6], [-0.4, 0.2, 0.1], [-0.1, -0.4, 1.0], [1.2, 1.3, 0.0], [-2.7, -0.8, 1.6], [0.4, 0.1, 0.5], [-0.3, -0.1, -0.3], [0.2, -0.1, -0.2], [-0.4, -0.4, -0.4], [0.0, 0.2, 0.2], [1.0, 0.8, 1.0], [-2.3, 1.2, 1.4], [-1.5, 0.6, 0.6], [-0.1, -0.6, -0.6], [1.2, -0.4, -0.1], [1.5, -1.6, -1.9], [-0.1, -0.2, 0.0], [0.2, -0.2, -0.4], [0.5, 0.0, 0.0], [0.1, 0.1, 0.1], [-0.3, 0.3, 0.1], [-0.9, 0.4, 0.2], [0.0, -0.2, -0.3], [0.4, -1.3, -0.6], [-1.3, -0.3, 1.0], [1.1, 0.8, -1.2], [1.1, 0.6, 0.6], [-0.2, 0.1, 0.4], [-0.2, 0.8, 0.1], [-0.2, -0.6, 0.0], [0.3, -0.1, -0.1], [-0.1, -0.1, -0.1], [0.0, 0.6, -1.1], [0.3, 1.1, 0.8], [0.8, 0.5, -0.8], [-0.5, -0.5, 0.7], [-0.8, 0.3, -0.9], [0.2, -1.7, 0.9], [-0.1, -0.3, 0.0], [-0.1, 0.0, 0.0], [0.0, -0.1, -0.1], [0.5, 0.1, 0.1], [-0.3, 0.2, 0.3], [-0.2, 0.3, -0.4], [-0.3, 0.0, -0.2], [0.2, 0.0, 0.4], [-0.3, -0.3, -0.1], [0.6, 0.1, 0.2], [0.2, 0.5, 0.1], [0.6, -0.5, -0.2], [-0.4, -0.6, -1.0], [-0.3, 0.1, 0.7], [0.0, 0.5, 0.4]], "lowdin_charge": [0.912, -0.344, -0.175, -0.225, -0.588, 0.160, 0.105, 0.184, -0.217, -0.065, 0.052, 0.067, 0.041, 0.097, 0.127, 0.138, -0.300, -0.143, -0.248, -0.592, 0.140, 0.203, 0.129, -0.235, -0.065, 0.055, 0.041, 0.065, 0.108, 0.113, 0.145, 0.046, -0.122, -0.068, -0.090, -0.066, -0.117, 0.085, 0.094, 0.102, 0.095, 0.075, 0.052, -0.174, -0.075, -0.074, -0.023, -0.136, 0.100, 0.081, 0.080, 0.070, 0.092, 0.016, -0.072, -0.043, -0.063, -0.054, -0.106, 0.112, 0.112, 0.112, 0.111, 0.107, 0.061, -0.166, -0.087, -0.070, -0.126, -0.136, 0.101, 0.098, 0.107, 0.072, 0.077, 0.054, -0.159, -0.083, -0.073, -0.099, -0.112, 0.102, 0.086, 0.097, 0.082, 0.102, 0.051, -0.130, -0.047, -0.061, -0.092, -0.161, 0.082, 0.078, 0.098, 0.094, 0.094, 0.056, -0.163, -0.085, -0.052, -0.055, -0.168, 0.101, 0.098, 0.096, 0.072, 0.098, 0.066, -0.176, -0.064, -0.064, -0.088, -0.144, 0.098, 0.083, 0.085, 0.099, 0.097, -1.029, 0.506, 0.568, 0.018, 0.034, -0.968, 0.479, 0.472, 0.025, 0.025]}

***

# 3
{"formula": "C5H3O3S2", "method": "ωB97M-V/def2-TZVPD", "homo_energy_ev": -2.7800, "charge": -1, "homo_lumo_gap_ev": 6.0, "smiles": "O=COC([O-])=C1SC=CS1", "max_force_ev_per_a": 2.0, "de_lowest_kj_mol": 0.0, "symbols": ["C", "C", "C", "C", "C", "O", "O", "O", "S", "S", "H", "H", "H"], "positions_angstrom": [[-1.996533, 0.039311, -0.892673], [-1.996744, -1.284470, -0.766703], [1.561583, 1.599265, 0.933656], [1.672862, -0.582819, 0.126272], [0.315191, -0.523708, 0.172130], [2.447231, -1.530160, 0.146559], [1.647664, 2.800442, 0.857795], [2.212659, 0.775594, 0.148861], [-0.707668, 0.919970, -0.097796], [-0.671570, -2.014996, 0.128399], [-2.746866, 0.628164, -1.389143], [-2.760705, -1.940534, -1.142197], [1.022896, 1.113941, 1.774840]], "forces_ev_per_a": [[0.2, -0.1, 0.0], [0.4, 0.0, 0.1], [0.7, 1.0, 1.5], [0.1, 0.0, 0.1], [-1.7, -0.6, -0.4], [0.3, 0.2, 0.0], [0.1, 0.1, -0.1], [0.5, -0.6, -0.6], [-0.4, -0.4, 0.0], [0.1, 0.2, 0.1], [-0.2, 0.0, -0.1], [-0.2, -0.1, -0.1], [0.1, 0.1, -0.4]], "lowdin_charge": [-0.529, -0.545, -0.553, -0.631, -0.773, -0.016, 0.021, 0.041, 0.904, 0.858, 0.047, 0.045, 0.130]}

***

# 4
{"formula": "H3NOS2", "method": "ωB97M-V/def2-TZVPD", "homo_energy_ev": -9.3169, "homo_lumo_gap_ev": 9.8, "smiles": "SNOS", "max_force_ev_per_a": 1.9, "de_lowest_kj_mol": 223.2, "symbols": ["N", "O", "S", "S", "H", "H", "H"], "positions_angstrom": [[-0.907662, -0.542583, 0.213669], [-0.156181, -0.866149, -1.019492], [0.180877, -0.036511, 1.421480], [0.162530, 0.339325, -2.183058], [-1.145285, -1.504822, 0.420033], [-0.075434, 1.308740, 1.195768], [1.270107, 0.867608, -1.555338]], "forces_ev_per_a": [[0.4, 0.2, -1.1], [0.4, 0.2, -0.9], [-0.1, 1.4, -0.1], [0.0, -0.4, 1.9], [-0.4, -0.1, 0.3], [0.3, -1.0, 0.4], [-0.6, -0.3, -0.4]], "lowdin_charge": [-0.484, -0.743, 0.700, 0.734, 0.049, -0.115, -0.141]}